Here is a cluster of 8 separate species, C31H76F6N7O5P in total at a distorted geometry from the Open Molecules 2025 dataset. Energies are from ωB97M-V/def2-TZVPD.

Last column: Löwdin charge in e.
Element x y z (Å)
1 C 0.449 1.907 3.909  0.032
2 C 0.143 2.214 5.353  -0.391
3 O -0.566 1.591 6.058  0.192
4 N 0.762 3.468 5.953  0.096
5 H 1.414 3.268 6.723  0.203
6 H 1.346 3.998 5.299  0.171
7 C -0.280 4.514 6.390  0.066
8 H -0.082 2.639 3.281  0.103
9 H 0.076 0.927 3.642  0.080
10 H 1.483 2.137 3.647  0.096
11 H -0.676 4.945 5.477  0.107
12 H 0.234 5.218 7.036  0.123
13 H -1.072 4.009 6.935  0.107
14 C -1.145 0.758 -6.661  0.045
15 C -0.066 -0.133 -7.184  -0.371
16 O 0.945 -0.439 -6.651  0.167
17 N -0.358 -0.770 -8.557  0.088
18 H -1.310 -0.509 -8.835  0.180
19 H 0.233 -0.259 -9.233  0.207
20 C -0.184 -2.248 -8.634  0.035
21 H -1.106 0.742 -5.577  0.093
22 H -2.114 0.374 -6.994  0.105
23 H -1.050 1.772 -7.054  0.122
24 H -0.477 -2.610 -9.619  0.127
25 H -1.001 -2.669 -8.040  0.118
26 H 0.804 -2.531 -8.304  0.099
27 C -3.332 1.837 -2.040  0.038
28 C -4.055 1.521 -0.770  -0.398
29 O -4.545 0.496 -0.470  0.204
30 N -4.227 2.718 0.206  0.096
31 H -3.726 2.536 1.074  0.173
32 H -3.843 3.496 -0.329  0.164
33 C -5.698 2.919 0.453  0.035
34 H -2.305 2.180 -1.924  0.073
35 H -3.911 2.657 -2.487  0.117
36 H -3.357 0.930 -2.632  0.111
37 H -5.824 3.713 1.188  0.115
38 H -6.177 2.001 0.767  0.110
39 H -6.160 3.327 -0.446  0.124
40 C 6.700 -2.895 2.805  0.044
41 C 5.278 -2.992 2.383  -0.368
42 O 4.570 -3.922 2.336  0.225
43 N 4.613 -1.588 2.078  0.083
44 H 4.401 -1.194 3.002  0.181
45 H 5.325 -0.915 1.777  0.174
46 C 3.381 -1.633 1.219  0.000
47 H 7.337 -2.309 2.136  0.110
48 H 7.118 -3.897 2.846  0.122
49 H 6.756 -2.394 3.777  0.120
50 H 2.547 -1.808 1.891  0.101
51 H 3.428 -2.417 0.476  0.094
52 H 3.236 -0.653 0.775  0.078
53 C 3.652 4.261 -0.209  0.038
54 C 2.666 4.711 -1.228  -0.391
55 O 2.707 4.540 -2.389  0.222
56 N 1.404 5.379 -0.674  0.093
57 H 1.380 5.398 0.349  0.176
58 H 1.412 6.393 -0.871  0.208
59 C 0.157 4.792 -1.225  0.006
60 H 4.050 5.092 0.380  0.115
61 H 4.479 3.758 -0.699  0.110
62 H 3.158 3.550 0.463  0.088
63 H 0.130 3.707 -1.092  0.083
64 H 0.111 4.967 -2.296  0.115
65 H -0.709 5.271 -0.778  0.106
66 C 4.041 -0.030 -2.722  -0.078
67 C 2.905 -0.859 -3.305  -0.237
68 C 3.145 -2.348 -3.119  -0.135
69 N 2.124 -3.269 -3.740  -0.232
70 C 0.725 -2.885 -3.315  0.043
71 C 2.298 -3.267 -5.280  -0.079
72 C 2.405 -4.726 -5.675  -0.144
73 C 3.022 -5.426 -4.460  -0.130
74 C 2.415 -4.699 -3.285  -0.089
75 H 4.246 -0.284 -1.677  0.062
76 H 3.871 1.039 -2.850  0.078
77 H 4.990 -0.189 -3.244  0.094
78 H 2.843 -0.562 -4.357  0.116
79 H 1.968 -0.559 -2.845  0.067
80 H 3.150 -2.502 -2.037  0.116
81 H 4.125 -2.635 -3.500  0.151
82 H 0.058 -3.584 -3.810  0.119
83 H 0.560 -1.880 -3.684  0.089
84 H 0.755 -2.948 -2.233  0.107
85 H 1.534 -2.735 -5.836  0.097
86 H 3.247 -2.780 -5.499  0.139
87 H 1.443 -5.226 -5.836  0.127
88 H 2.982 -4.900 -6.580  0.135
89 H 2.850 -6.497 -4.506  0.139
90 H 4.106 -5.288 -4.498  0.131
91 H 1.504 -5.181 -2.937  0.141
92 H 3.115 -4.641 -2.456  0.129
93 C -4.949 1.388 7.226  -0.069
94 C -5.015 0.456 6.019  -0.230
95 C -3.799 -0.437 5.933  -0.119
96 N -3.594 -1.144 4.600  -0.276
97 C -4.719 -2.116 4.427  0.053
98 C -2.292 -1.872 4.574  -0.086
99 C -1.975 -2.040 3.089  -0.129
100 C -2.803 -0.982 2.345  -0.151
101 C -3.544 -0.199 3.437  -0.105
102 H -4.804 0.828 8.155  0.096
103 H -5.855 1.977 7.314  0.093
104 H -4.054 2.017 7.195  0.070
105 H -5.056 1.098 5.127  0.102
106 H -5.957 -0.090 5.976  0.122
107 H -3.839 -1.242 6.669  0.154
108 H -2.873 0.109 6.124  0.115
109 H -5.674 -1.610 4.367  0.115
110 H -4.703 -2.844 5.234  0.130
111 H -4.531 -2.686 3.517  0.120
112 H -2.388 -2.815 5.107  0.151
113 H -1.523 -1.288 5.075  0.129
114 H -2.085 -3.038 2.670  0.129
115 H -0.912 -1.849 2.918  0.101
116 H -3.533 -1.405 1.652  0.118
117 H -2.160 -0.415 1.661  0.076
118 H -4.546 0.114 3.168  0.128
119 H -2.930 0.656 3.735  0.129
120 P 0.157 0.333 -0.349  0.165
121 F 1.205 -0.820 -0.747  -0.148
122 F -1.081 -0.662 -0.414  -0.124
123 F 0.411 -0.045 1.229  -0.187
124 F -0.835 1.551 0.138  -0.200
125 F 1.427 1.356 -0.193  -0.183
126 F -0.123 0.723 -1.877  -0.140

The calculation puts the LUMO energy at -12.67 eV. The HOMO-LUMO gap is 0.36078 Eh. Its charge is +6.

---

Here is a cluster of 3 separate species, C31H77ClN7O2P2S in total at a distorted geometry from the Open Molecules 2025 dataset. Energies are from ωB97M-V/def2-TZVPD.

Last column: Löwdin charge in e.
Element x y z (Å)
1 C 4.906 -0.010 4.487  -0.125
2 C 6.022 0.801 3.677  -0.247
3 C 6.150 0.320 2.183  -0.213
4 C 5.037 0.932 1.237  -0.204
5 C 4.393 -0.183 0.307  -0.197
6 C 3.113 -0.755 1.073  -0.201
7 C 2.862 -2.294 0.749  -0.184
8 C 1.343 -2.538 0.388  -0.211
9 C 0.804 -3.891 1.050  -0.194
10 C 0.599 -3.668 2.609  -0.204
11 C -0.536 -4.558 3.254  -0.195
12 C -1.985 -3.938 3.236  -0.198
13 C -2.439 -3.300 1.869  -0.181
14 C -1.933 -1.795 1.667  -0.269
15 C -3.140 -0.766 1.628  -0.318
16 S -2.432 0.944 1.781  0.780
17 Cl -0.396 0.937 1.491  0.395
18 N -3.069 1.862 0.473  -0.265
19 C -3.950 2.920 1.066  -0.246
20 C -5.222 2.406 1.874  -0.215
21 C -5.358 3.057 3.336  -0.215
22 C -4.546 2.129 4.363  -0.108
23 H 5.360 -0.264 5.484  0.068
24 H 4.610 -0.953 3.955  0.056
25 H 3.999 0.617 4.671  0.062
26 H 7.001 0.588 4.189  0.100
27 H 5.750 1.889 3.767  0.107
28 H 6.125 -0.801 2.079  0.108
29 H 7.144 0.674 1.807  0.106
30 H 5.551 1.666 0.535  0.090
31 H 4.213 1.467 1.782  0.109
32 H 4.019 0.325 -0.619  0.101
33 H 5.111 -1.018 0.096  0.107
34 H 3.286 -0.647 2.177  0.087
35 H 2.215 -0.127 0.821  0.066
36 H 3.225 -2.976 1.566  0.111
37 H 3.509 -2.532 -0.145  0.107
38 H 1.128 -2.588 -0.709  0.112
39 H 0.756 -1.674 0.797  0.040
40 H 1.502 -4.748 0.829  0.120
41 H -0.151 -4.125 0.511  0.086
42 H 0.520 -2.573 2.847  0.101
43 H 1.567 -4.000 3.088  0.111
44 H -0.260 -4.673 4.344  0.111
45 H -0.469 -5.588 2.820  0.118
46 H -2.168 -3.194 4.064  0.117
47 H -2.703 -4.785 3.445  0.114
48 H -3.568 -3.219 1.913  0.108
49 H -2.232 -3.939 0.972  0.113
50 H -1.305 -1.521 2.548  0.080
51 H -1.400 -1.772 0.688  0.101
52 H -3.794 -0.898 2.536  0.108
53 H -3.780 -0.882 0.716  0.107
54 H -3.607 1.187 -0.080  0.086
55 H -4.323 3.566 0.226  0.134
56 H -3.341 3.542 1.768  0.116
57 H -6.127 2.780 1.312  0.108
58 H -5.331 1.292 1.926  0.094
59 H -4.919 4.080 3.256  0.106
60 H -6.449 3.044 3.577  0.110
61 H -3.508 2.530 4.495  0.071
62 H -5.079 2.152 5.349  0.080
63 H -4.537 1.097 3.919  0.043
64 O 6.715 3.494 -0.969  -0.299
65 P 7.084 4.044 -2.358  0.778
66 N 7.292 2.498 -3.079  -0.328
67 C 8.294 2.084 -4.037  -0.136
68 C 6.027 1.838 -3.395  -0.145
69 N 8.574 4.740 -1.803  -0.349
70 C 9.730 3.890 -1.534  -0.127
71 C 8.384 5.636 -0.658  -0.148
72 N 7.317 4.855 -3.944  -0.304
73 C 8.570 5.433 -4.409  -0.134
74 C 6.243 5.843 -4.165  -0.153
75 H 8.096 2.461 -5.050  0.081
76 H 8.330 0.993 -4.095  0.086
77 H 9.299 2.381 -3.749  0.052
78 H 5.589 2.241 -4.319  0.078
79 H 5.303 1.978 -2.589  0.060
80 H 6.160 0.760 -3.511  0.081
81 H 9.468 2.995 -0.961  0.087
82 H 10.497 4.435 -0.978  0.083
83 H 10.224 3.591 -2.459  0.053
84 H 8.279 5.089 0.283  0.077
85 H 7.486 6.248 -0.792  0.072
86 H 9.228 6.325 -0.568  0.081
87 H 8.874 6.311 -3.832  0.085
88 H 8.460 5.743 -5.453  0.092
89 H 9.384 4.710 -4.402  0.066
90 H 6.358 6.715 -3.511  0.077
91 H 5.268 5.388 -3.956  0.074
92 H 6.219 6.179 -5.204  0.079
93 O -5.914 -2.729 -0.782  -0.323
94 P -7.158 -2.657 -1.688  0.775
95 N -7.809 -1.283 -0.890  -0.331
96 C -9.187 -0.995 -0.551  -0.130
97 C -7.147 -0.043 -1.290  -0.151
98 N -7.791 -4.163 -1.103  -0.348
99 C -8.405 -4.242 0.219  -0.126
100 C -6.832 -5.265 -1.234  -0.144
101 N -8.462 -2.611 -2.922  -0.301
102 C -9.668 -3.427 -2.893  -0.128
103 C -7.875 -2.701 -4.275  -0.147
104 H -9.786 -0.693 -1.421  0.084
105 H -9.234 -0.180 0.177  0.084
106 H -9.684 -1.831 -0.065  0.056
107 H -7.526 0.304 -2.261  0.083
108 H -6.066 -0.183 -1.379  0.054
109 H -7.298 0.753 -0.554  0.069
110 H -7.814 -3.732 0.986  0.084
111 H -8.535 -5.281 0.530  0.085
112 H -9.414 -3.830 0.211  0.055
113 H -6.084 -5.260 -0.435  0.074
114 H -6.302 -5.204 -2.190  0.074
115 H -7.351 -6.227 -1.219  0.084
116 H -9.466 -4.491 -3.041  0.087
117 H -10.343 -3.103 -3.692  0.095
118 H -10.227 -3.301 -1.968  0.068
119 H -7.487 -3.704 -4.479  0.079
120 H -7.047 -1.989 -4.372  0.075
121 H -8.607 -2.441 -5.043  0.082

The calculation puts the LUMO energy at -4.38 eV. The HOMO-LUMO gap is 0.18386 Eh. Its charge is +1.